# 1
246
Properties=species:S:1:pos:R:3 method="wB97M-V/def2-TZVPD" e_homo_ev=-17.7 e_tot_ha=-11584.55034 total_charge=+5 e_lumo_ev=-6.61
C 6.69 8.18 5.00
C 7.76 7.13 5.13
C 7.12 5.80 5.31
N 8.03 4.60 5.54
C 8.84 4.70 6.77
C 9.00 4.51 4.36
C 8.87 3.05 3.82
C 8.09 2.27 4.91
C 7.21 3.31 5.62
H 6.04 8.07 4.13
H 7.12 9.14 4.94
H 6.12 8.17 5.91
H 8.44 7.43 5.89
H 8.38 7.21 4.28
H 6.56 5.64 4.38
H 6.42 5.83 6.18
H 9.61 3.89 6.78
H 8.22 4.51 7.65
H 9.25 5.67 6.77
H 10.00 4.81 4.64
H 8.70 5.17 3.57
H 9.82 2.58 3.58
H 8.40 3.12 2.83
H 8.72 1.79 5.64
H 7.50 1.47 4.51
H 6.96 3.17 6.70
H 6.35 3.54 5.02
C -3.92 -3.62 3.59
C -5.03 -4.55 4.03
C -6.19 -4.60 3.13
N -7.41 -5.50 3.61
C -8.47 -5.30 2.57
C -7.98 -5.14 4.92
C -7.23 -6.00 5.93
C -6.53 -7.08 5.12
C -7.01 -6.93 3.71
H -4.35 -2.65 3.48
H -3.55 -3.82 2.60
H -3.08 -3.55 4.26
H -5.33 -4.34 5.04
H -4.67 -5.59 4.09
H -5.88 -4.97 2.12
H -6.65 -3.66 2.91
H -9.42 -5.70 2.98
H -8.24 -5.79 1.62
H -8.77 -4.30 2.32
H -9.04 -5.46 4.95
H -7.83 -4.07 5.09
H -7.92 -6.50 6.61
H -6.52 -5.38 6.49
H -6.93 -8.04 5.41
H -5.46 -7.10 5.33
H -7.83 -7.56 3.39
H -6.19 -7.08 2.99
C 2.87 11.24 0.59
C 2.49 10.99 -0.87
C 3.79 10.50 -1.51
N 3.85 10.30 -2.99
C 3.67 11.59 -3.57
C 2.90 9.29 -3.58
C 3.43 9.03 -4.99
C 4.97 9.34 -4.83
C 5.17 9.70 -3.34
H 3.67 11.99 0.72
H 3.21 10.37 1.12
H 2.04 11.65 1.15
H 2.15 11.90 -1.39
H 1.73 10.17 -0.98
H 4.13 9.53 -1.05
H 4.61 11.20 -1.31
H 2.69 12.05 -3.37
H 3.83 11.64 -4.61
H 4.39 12.29 -3.11
H 1.94 9.71 -3.52
H 2.90 8.40 -2.90
H 3.02 9.69 -5.71
H 3.22 8.06 -5.39
H 5.34 10.09 -5.50
H 5.54 8.43 -5.09
H 5.96 10.34 -3.16
H 5.16 8.71 -2.82
C 1.87 -0.29 1.33
C 0.76 -0.48 0.33
C 1.30 -0.22 -1.12
N 0.29 -0.27 -2.22
C -0.50 -1.60 -2.28
C 1.11 -0.11 -3.50
C 0.01 0.35 -4.45
C -0.78 1.46 -3.71
C -0.70 0.95 -2.27
H 1.48 -0.39 2.35
H 2.47 0.61 1.22
H 2.60 -1.07 1.23
H -0.05 0.18 0.55
H 0.46 -1.55 0.54
H 2.09 -1.05 -1.36
H 1.73 0.73 -1.13
H -1.30 -1.54 -2.93
H -0.99 -1.74 -1.31
H 0.12 -2.36 -2.59
H 1.65 -1.02 -3.75
H 1.71 0.77 -3.29
H -0.55 -0.54 -4.79
H 0.43 0.67 -5.36
H -1.82 1.50 -4.05
H -0.26 2.46 -3.83
H -1.62 0.57 -1.79
H -0.29 1.75 -1.66
C 7.74 -2.67 0.10
C 6.54 -3.37 -0.57
C 6.74 -4.80 -1.10
N 6.77 -5.92 -0.08
C 5.84 -5.70 1.03
C 8.19 -6.15 0.42
C 8.65 -7.50 -0.05
C 7.34 -8.23 -0.19
C 6.41 -7.21 -0.78
H 8.03 -3.19 1.02
H 7.37 -1.74 0.56
H 8.53 -2.53 -0.68
H 6.42 -2.84 -1.50
H 5.50 -3.32 -0.15
H 7.73 -4.87 -1.60
H 6.00 -5.04 -1.82
H 5.69 -6.56 1.70
H 4.84 -5.50 0.66
H 6.12 -4.86 1.66
H 8.15 -6.15 1.52
H 8.71 -5.24 0.13
H 9.52 -7.88 0.52
H 8.89 -7.44 -1.10
H 6.88 -8.59 0.75
H 7.43 -9.06 -0.90
H 5.32 -7.37 -0.60
H 6.60 -6.98 -1.80
C 0.22 1.61 6.28
C -0.96 2.53 5.94
C -2.26 1.79 5.54
N -3.53 2.68 5.55
C -4.62 1.91 4.80
C -6.00 2.50 4.80
C -6.37 2.89 6.27
C -5.21 3.73 6.97
C -3.95 2.89 6.97
C -3.22 3.95 4.75
H 0.34 0.82 5.50
H 0.04 1.13 7.22
H 1.13 2.18 6.42
H -0.61 3.13 5.06
H -1.13 3.31 6.78
H -2.48 1.05 6.30
H -2.17 1.38 4.54
H -4.58 0.89 5.13
H -4.25 1.82 3.75
H -6.55 1.71 4.36
H -6.01 3.36 4.13
H -6.50 1.93 6.84
H -7.29 3.46 6.36
H -5.49 3.96 8.03
H -5.08 4.71 6.54
H -4.27 1.91 7.25
H -3.13 3.23 7.54
H -2.41 4.52 5.29
H -4.13 4.58 4.70
H -2.84 3.63 3.81
C -8.39 1.63 -7.45
C -7.38 1.74 -6.31
C -7.79 2.41 -5.04
N -7.73 1.53 -3.80
C -6.37 1.10 -3.44
C -5.38 2.30 -3.19
C -5.85 3.24 -2.05
C -7.36 3.59 -2.29
C -8.25 2.37 -2.64
C -8.63 0.34 -3.81
H -8.94 2.56 -7.46
H -9.14 0.90 -7.25
H -7.99 1.43 -8.42
H -6.47 2.20 -6.60
H -6.98 0.73 -6.16
H -8.82 2.72 -4.96
H -7.25 3.38 -4.92
H -6.07 0.49 -4.28
H -6.53 0.49 -2.54
H -5.16 2.91 -4.12
H -4.35 1.91 -3.01
H -5.29 4.15 -2.03
H -5.67 2.77 -1.06
H -7.42 4.31 -3.09
H -7.78 4.01 -1.35
H -9.28 2.63 -2.83
H -8.27 1.74 -1.75
H -8.38 -0.43 -4.53
H -9.62 0.65 -4.18
H -8.53 -0.09 -2.83
C 1.53 -8.54 -8.86
C 1.08 -7.90 -7.55
C 0.15 -8.86 -6.87
N -0.53 -8.35 -5.53
C -1.44 -7.15 -5.80
C -2.20 -6.80 -4.54
C -3.03 -8.02 -4.05
C -2.15 -9.23 -3.73
C -1.28 -9.54 -4.94
C 0.54 -7.94 -4.51
H 2.20 -7.84 -9.47
H 0.75 -8.80 -9.54
H 2.12 -9.45 -8.63
H 0.61 -6.90 -7.74
H 1.95 -7.71 -6.90
H 0.65 -9.77 -6.64
H -0.67 -9.18 -7.54
H -2.13 -7.46 -6.54
H -0.77 -6.35 -6.16
H -2.87 -5.95 -4.73
H -1.57 -6.44 -3.67
H -3.77 -8.32 -4.80
H -3.61 -7.83 -3.16
H -2.75 -10.16 -3.49
H -1.51 -9.16 -2.83
H -1.95 -9.92 -5.71
H -0.51 -10.30 -4.82
H 1.22 -8.77 -4.45
H -0.06 -7.66 -3.62
H 1.08 -7.13 -4.86
As 2.46 4.15 0.96
F 3.56 5.06 1.97
F 3.41 4.44 -0.44
F 1.38 3.17 0.00
F 1.44 3.80 2.29
F 1.56 5.57 0.71
F 3.41 2.72 1.37
As 2.32 -5.13 -1.83
F 3.02 -4.06 -0.62
F 2.17 -3.71 -2.76
F 1.84 -6.03 -3.16
F 2.36 -6.37 -0.69
F 0.71 -4.93 -1.32
F 3.92 -5.47 -2.27
As -4.18 -0.11 0.57
F -3.99 1.64 0.85
F -3.44 0.25 -0.98
F -4.07 -1.79 0.28
F -4.95 -0.28 2.11
F -5.70 0.08 -0.10
F -2.57 -0.31 1.26

# 2
121
Properties=species:S:1:pos:R:3 method="wB97M-V/def2-TZVPD" e_homo_ev="-2.5 / -3.9" e_tot_ha=-6541.52130 total_charge=-1 e_lumo_ev="1.58 / 1.52" spin_multiplicity=5
Fe -0.17 0.23 -0.34
Cl 8.09 0.14 5.47
C 6.75 0.07 4.37
C 5.56 -0.50 4.78
C 4.47 -0.49 3.93
C 4.56 0.10 2.67
C 5.79 0.62 2.26
C 6.88 0.61 3.10
C 3.35 0.39 1.87
C 2.96 -0.40 0.78
C 3.83 -1.52 0.49
C 3.55 -1.90 -0.77
C 2.50 -1.04 -1.23
C 2.16 -1.00 -2.59
C 2.98 -1.71 -3.57
C 2.39 -2.53 -4.54
C 3.17 -3.24 -5.44
C 4.54 -3.10 -5.40
Cl 5.52 -3.99 -6.53
C 5.15 -2.26 -4.49
C 4.37 -1.58 -3.58
C 1.14 -0.16 -3.04
N 0.27 0.45 -2.19
C -0.48 1.30 -2.92
C -1.41 2.10 -2.27
C -2.35 2.91 -3.02
C -2.95 2.41 -4.19
C -3.81 3.18 -4.93
C -4.10 4.47 -4.52
Cl -5.21 5.44 -5.45
C -3.52 5.00 -3.38
C -2.66 4.23 -2.64
C -1.43 2.12 -0.82
C -2.62 2.73 -0.23
C -2.21 3.33 0.91
C -0.83 3.02 1.07
N -0.40 2.20 0.05
C -0.04 3.62 2.05
C 1.20 3.08 2.35
C 2.21 3.49 3.29
C 3.18 2.55 3.23
C 2.74 1.59 2.25
N 1.55 1.93 1.74
C -0.45 4.87 2.70
C -0.81 4.94 4.04
C -1.08 6.15 4.64
C -0.96 7.31 3.90
Cl -1.28 8.84 4.65
C -0.60 7.27 2.56
C -0.35 6.05 1.97
C -0.08 1.24 -4.29
C 0.92 0.31 -4.36
N 2.04 -0.22 -0.22
H 5.47 -0.92 5.77
H 3.53 -0.89 4.26
H 5.86 1.07 1.28
H 7.81 1.06 2.80
H 4.57 -1.90 1.17
H 3.99 -2.71 -1.33
H 1.32 -2.62 -4.58
H 2.71 -3.89 -6.17
H 6.22 -2.14 -4.49
H 4.84 -0.92 -2.87
H -2.75 1.40 -4.49
H -4.29 2.78 -5.82
H -3.74 6.02 -3.08
H -2.19 4.64 -1.77
H -3.60 2.72 -0.66
H -2.78 3.91 1.62
H 2.15 4.37 3.90
H 4.09 2.50 3.80
H -0.88 4.02 4.61
H -1.37 6.20 5.68
H -0.50 8.19 2.00
H -0.05 6.00 0.93
H -0.45 1.86 -5.09
H 1.48 0.01 -5.23
I -2.91 -0.36 -1.05
C -1.94 -1.49 -2.56
C -2.48 -1.70 -3.79
C -1.89 -2.68 -4.61
C -0.89 -3.47 -4.13
C -0.35 -3.26 -2.84
C 0.61 -4.11 -2.27
C 1.05 -3.86 -1.00
C 0.68 -2.69 -0.32
C -0.19 -1.76 -0.85
C -0.81 -2.16 -2.06
H -3.35 -1.16 -4.11
H -2.28 -2.83 -5.61
H -0.51 -4.29 -4.72
H 0.99 -4.95 -2.84
H 1.76 -4.53 -0.52
H 1.15 -2.51 0.64
C 0.51 -0.61 3.04
P -0.77 -0.71 1.74
C -2.12 0.04 2.75
C -3.41 -0.49 2.83
C -4.37 0.08 3.65
C -4.06 1.19 4.40
C -2.80 1.74 4.33
C -1.84 1.18 3.50
C -1.22 -2.50 1.93
C -2.28 -3.07 1.23
C -2.58 -4.41 1.33
C -1.81 -5.25 2.12
C -0.75 -4.71 2.82
C -0.46 -3.36 2.73
H 1.37 -1.21 2.74
H 0.11 -0.94 4.00
H 0.84 0.42 3.10
H -3.66 -1.38 2.26
H -5.35 -0.36 3.71
H -4.81 1.64 5.05
H -2.55 2.60 4.93
H -0.86 1.64 3.44
H -2.88 -2.47 0.57
H -3.43 -4.81 0.78
H -2.03 -6.30 2.18
H -0.13 -5.34 3.44
H 0.39 -3.00 3.29